1.
Density functional theory data (wB97M-V/def2-TZVPD) for C13H18CoN2 as an isolated structure.

Summary:
<S²>: 6.021
Energy above the lowest of the compared OMol25 structures with the same formula, charge and spin, kcal/mol: 0.0
Lowest unoccupied orbital energy (alpha / beta), eV: 3.65 / 3.55
Multiplicity: 5
Charge: -1

Each line ends with the Mulliken charge.
Element x y z (Å)
C: -0.3605 0.8523 -2.7113  -0.74
C: 1.0494 1.0609 -2.5125  -0.51
C: 1.2165 1.9381 -1.3981  -0.55
C: -0.0788 2.3124 -0.9232  -0.61
C: -1.0613 1.6439 -1.7267  -0.62
Co: -0.0862 -0.2347 -0.7696  -0.39
N: -1.3146 -1.5203 -1.0165  0.04
C: -0.3491 -2.5455 -1.2987  -0.86
C: 0.9638 -1.7721 -1.2828  -0.57
H: 2.1666 2.2775 -0.9937  0.44
H: 1.8445 0.6264 -3.1179  0.54
H: -0.2923 3.0051 -0.1123  0.42
H: -2.1434 1.7707 -1.6775  0.58
H: -0.8261 0.2986 -3.5281  0.42
H: 1.3718 -1.5859 -2.2888  0.27
H: -0.3450 -3.3643 -0.5570  0.34
H: -2.2201 -1.8491 -0.6789  0.12
H: 1.7024 -2.1530 -0.5798  0.39
H: -0.5280 -2.9750 -2.3017  0.29
C: 2.4652 -0.1534 1.4160  -1.21
C: 1.0717 0.0043 1.8704  0.52
C: 0.6283 0.1389 3.2027  -0.84
C: -0.7634 0.2801 3.1732  -0.89
C: -1.1618 0.2400 1.8227  0.50
C: -2.5353 0.3979 1.3123  -1.14
N: -0.0378 0.0442 1.0437  0.89
H: 2.9037 -1.0536 1.8764  0.30
H: 3.0687 0.6990 1.7688  0.28
H: 2.5557 -0.2424 0.3219  0.12
H: 1.2895 0.1309 4.0606  0.42
H: -1.4606 0.4064 3.9890  0.44
H: -3.1636 -0.4256 1.6862  0.25
H: -2.9617 1.3291 1.7168  0.28
H: -2.6080 0.4185 0.2148  0.07

Cartesian forces (eV/Å) of the 6 atoms listed first:
C 0.36 1.06 0.21
C -0.65 0.53 0.33
C -0.72 0.06 -0.49
C 0.07 -0.30 -1.04
C 1.05 0.22 -0.38
Co -0.35 2.73 -1.43

***

2.
Density functional theory data (wB97M-V/def2-TZVPD) for C20H31Cl2N4O3Yb as an isolated structure.

Summary:
<S²>: 0.885
Energy above the lowest of the compared OMol25 structures with the same formula, charge and spin, kcal/mol: 32.4
Lowest unoccupied orbital energy (alpha / beta), eV: 0.53 / 0.52
Multiplicity: 2

Each line ends with the Mulliken charge.
Element x y z (Å)
O: 3.1920 1.2508 -1.2807  -0.50
C: 2.5179 1.9499 -2.0103  0.09
C: 2.0316 3.3422 -1.8799  0.55
C: 1.1881 3.6540 -0.8078  0.81
H: 0.7784 2.8570 -0.1693  -0.46
C: 0.7795 4.9872 -0.5618  -0.71
H: 0.1780 5.2163 0.3404  0.37
C: 1.1526 5.9898 -1.4575  -0.38
H: 0.8869 7.0238 -1.2663  0.38
C: 1.8131 5.6495 -2.6581  -0.52
H: 2.0194 6.4173 -3.4159  0.35
C: 2.2005 4.3132 -2.8872  -0.56
H: 2.5801 3.9618 -3.8564  0.39
H: 1.9769 1.4191 -2.8184  0.22
C: -0.0556 -0.5961 -3.0030  -1.30
C: -0.7940 0.1058 -1.9840  0.81
H: -0.0995 -0.1916 -4.0621  0.26
H: -0.4263 -1.6707 -2.9840  0.36
H: 1.0517 -0.5705 -2.7585  0.11
C: -1.4452 1.2546 -1.8946  -0.01
C: -2.8116 1.2832 -2.4874  -1.36
H: -1.0702 2.1400 -1.3634  0.31
H: -2.9739 2.1029 -3.1822  0.44
H: -3.5684 1.3078 -1.6805  0.22
H: -2.9465 0.3661 -3.0478  0.32
Yb: -1.2577 -0.5672 0.0963  0.25
Cl: -1.4005 1.7215 1.3399  -0.60
Cl: -3.6425 -1.3655 -0.6437  -0.57
C: -2.7386 -1.2187 2.3148  0.51
O: -1.6111 -1.7335 2.0340  -0.60
N: -3.6776 -1.9278 2.8870  0.20
C: -3.4122 -3.3016 3.2917  -0.93
C: -5.0456 -1.4811 2.9260  -0.85
H: -2.9859 -0.1643 2.0307  0.21
H: -2.3367 -3.5020 3.2179  0.22
H: -3.9629 -3.9962 2.6469  0.32
H: -3.7543 -3.4079 4.3200  0.35
H: -5.0865 -0.4617 2.5383  0.26
H: -5.3902 -1.4952 3.9751  0.33
H: -5.6906 -2.1270 2.3255  0.30
H: 2.2175 -5.1843 0.0237  0.32
H: 4.1466 -3.5403 0.2631  0.32
C: 1.7770 -4.5218 -0.7472  -1.00
C: 3.6573 -2.8951 -0.4893  -0.99
N: 2.2311 -3.1656 -0.5263  0.27
H: 0.6799 -4.4925 -0.6644  0.24
C: 1.3119 -2.1773 -0.5098  0.40
O: 0.0772 -2.4124 -0.5098  -0.68
H: 3.8712 -1.8685 -0.2517  0.29
H: 1.6850 -1.1452 -0.4749  0.51
H: 2.0865 -4.8712 -1.7429  0.32
H: 4.1471 -3.1376 -1.4477  0.35
N: 2.0894 0.9512 3.1224  -0.01
C: 1.8826 -0.2961 3.6883  -0.67
C: 1.4304 -1.0940 2.6779  -0.54
N: 1.3522 -0.3723 1.5201  0.53
C: 1.7601 0.8489 1.7924  -0.50
H: 2.4030 1.7996 3.5748  0.21
H: 2.0734 -0.5093 4.7423  0.39
H: 1.1408 -2.1472 2.7225  0.43
H: 1.8175 1.6962 1.1128  0.20

Cartesian forces (eV/Å) of the 6 atoms listed first:
O -0.02 1.30 0.10
C -1.26 -1.78 -0.45
C -0.49 1.11 0.46
C -0.08 0.56 0.72
H 0.45 0.41 -0.14
C 0.11 -0.55 -0.12

***

3.
Density functional theory data (wB97M-V/def2-TZVPD) for a 2-piece molecular cluster, C8H12N2O3S2 overall.

Summary:
<S²>: 2.012
Lowest unoccupied orbital energy (alpha / beta), eV: 0.52 / -0.66
Multiplicity: 3

Each line ends with the Mulliken charge.
Element x y z (Å)
C: 1.6503 1.2417 1.3411  -0.27
C: 1.0323 0.2076 -0.5299  -0.54
C: 2.0984 0.7567 0.0843  -0.19
C: -3.1544 0.6185 -1.5759  -0.44
C: -3.6437 1.5894 -0.5669  -0.61
C: -1.4117 0.3809 -0.0715  0.38
C: -2.4080 -2.2333 0.7189  -0.96
C: 3.9789 -1.3166 0.7437  -0.99
N: 0.3769 1.1120 1.3938  -1.14
N: -0.0604 0.5792 0.2693  1.06
O: 3.8207 -0.0348 -1.6419  -0.66
O: 4.8515 1.0523 0.2311  -0.65
O: -1.7499 0.3010 -1.3604  -0.34
S: -2.4705 1.4374 0.8889  -0.16
S: 3.8200 0.2178 -0.2467  1.26
H: 2.1397 1.6840 2.2199  0.44
H: 0.9475 -0.1398 -1.5870  0.42
H: -3.5815 -0.4185 -1.5450  0.27
H: -3.1511 0.8642 -2.6079  0.30
H: -3.3683 2.5737 -0.8886  0.34
H: -4.5346 1.3429 -0.1671  0.44
H: -3.4562 -2.4512 0.7933  0.37
H: -1.8459 -2.1757 1.6373  0.33
H: -1.8156 -2.5792 -0.1843  0.28
H: 3.9568 -2.1800 0.0010  0.31
H: 4.8738 -1.1007 1.1869  0.44
H: 3.1051 -1.3295 1.4635  0.30

Cartesian forces (eV/Å) of the 6 atoms listed first:
C 1.35 0.20 0.03
C -1.91 0.80 -1.67
C 3.47 -0.64 1.56
C 0.86 -3.49 0.04
C 4.30 0.50 0.11
C -0.11 1.55 1.98

***

4.
Density functional theory data (wB97M-V/def2-TZVPD) for a 5-piece molecular cluster, C39H51N4O8 overall.

Summary:
Energy above the lowest of the compared OMol25 structures with the same formula, charge and spin, kcal/mol: 158.1
Lowest unoccupied orbital energy, eV: 0.49
Charge: -1

Each line ends with the Mulliken charge.
Element x y z (Å)
C: -1.2519 3.3016 4.7709  -0.69
C: -1.2456 3.8682 3.2100  -0.64
C: -2.4833 3.1671 2.3920  -0.04
C: -1.9541 2.6915 0.9153  -0.83
C: -1.1070 1.2885 0.8962  -0.04
C: -1.8269 0.0272 1.6557  -0.19
C: -0.6252 -0.7499 2.5066  -0.12
C: -1.0171 -2.2776 2.9547  -0.45
C: 0.2382 -3.2957 2.6733  -0.50
C: 1.6954 -2.7645 3.2067  -0.19
C: 2.8403 -3.7868 2.5436  -0.68
C: 4.0638 -2.8866 1.8525  -0.78
C: 3.7106 -2.3639 0.3393  -0.24
C: 3.8557 -0.7050 0.2498  -0.38
C: 3.5497 -0.1394 -1.2864  -0.53
H: -1.6679 4.1473 5.4809  0.24
H: -0.1449 3.0597 5.1047  0.21
H: -1.9290 2.3403 4.9099  0.13
H: -0.2076 3.5008 2.7706  -0.06
H: -3.0325 2.3437 3.0161  0.02
H: -3.2928 4.0228 2.1992  0.18
H: -2.8065 2.6738 0.0797  0.08
H: -1.1983 3.5386 0.5463  0.32
H: -0.7872 0.9280 -0.1794  -0.12
H: -0.0902 1.4951 1.4824  0.14
H: -2.7591 0.3005 2.3076  0.29
H: -2.2170 -0.7111 0.8122  0.03
H: 0.2775 -0.8533 1.7326  -0.15
H: -0.2183 -0.0888 3.3869  0.23
H: -1.2331 -2.3066 4.1270  0.28
H: -2.0207 -2.6427 2.4222  0.18
H: 0.2645 -3.5701 1.5240  0.17
H: -0.0040 -4.2930 3.2825  0.25
H: 1.7314 -2.7494 4.3850  0.31
H: 1.9925 -1.6852 2.8032  0.09
H: 2.3404 -4.4405 1.7114  0.30
H: 3.3234 -4.3884 3.4233  0.33
H: 4.4116 -1.9999 2.5322  0.36
H: 4.9913 -3.6174 1.7557  0.34
H: 4.4721 -2.7824 -0.4711  0.31
H: 2.5934 -2.6351 0.1145  0.05
H: 3.0977 -0.2556 1.0501  0.16
H: 4.9402 -0.4175 0.6125  0.28
H: 3.9777 -0.9552 -2.0243  0.25
H: 2.3907 0.0115 -1.4427  0.07
H: 4.1601 0.8708 -1.4576  0.13
C: -0.5017 0.9241 -6.4452  -0.34
C: -1.7821 1.2652 -6.0065  -0.46
C: -2.2114 0.8813 -4.7346  -0.36
C: -1.3447 0.1568 -3.9048  0.00
C: -0.0616 -0.1936 -4.3456  -0.12
C: 0.3556 0.1934 -5.6207  -0.57
N: -1.7809 -0.2277 -2.5571  0.99
O: -2.9300 0.0845 -2.2110  -0.59
O: -0.9742 -0.8383 -1.8413  -0.51
H: -0.1694 1.2305 -7.4356  0.36
H: -2.4449 1.8335 -6.6555  0.36
H: -3.2121 1.1550 -4.4074  0.44
H: 0.6195 -0.7600 -3.7139  0.40
H: 1.3508 -0.0711 -5.9710  0.37
C: -7.1572 3.5774 1.8597  -0.53
C: -8.1680 4.5250 2.0286  -0.32
C: -8.2060 5.6600 1.2163  -0.38
C: -7.2251 5.8344 0.2304  0.10
C: -6.2048 4.8884 0.0637  -0.31
C: -6.1755 3.7588 0.8840  -0.23
N: -7.2743 7.0126 -0.6436  0.97
O: -8.1814 7.8361 -0.4522  -0.60
O: -6.4089 7.1143 -1.5250  -0.59
H: -7.1350 2.6912 2.4917  0.37
H: -8.9286 4.3773 2.7922  0.36
H: -9.0003 6.3892 1.3605  0.41
H: -5.4343 5.0137 -0.6942  0.42
H: -5.3894 3.0172 0.7605  0.32
C: 9.1955 2.9814 -0.1251  -0.35
C: 7.8101 2.8490 -0.0194  -0.66
C: 7.0849 2.2405 -1.0457  -0.05
C: 7.7610 1.7618 -2.1764  0.15
C: 9.1509 1.9003 -2.2885  -0.36
C: 9.8650 2.5132 -1.2570  -0.43
N: 7.0075 1.0983 -3.2471  0.94
O: 5.7770 1.0120 -3.1195  -0.56
O: 7.6448 0.6588 -4.2150  -0.59
H: 9.7573 3.4516 0.6802  0.36
H: 7.2953 3.2178 0.8652  0.39
H: 6.0057 2.1448 -0.9482  0.37
H: 9.6877 1.5377 -3.1627  0.42
H: 10.9445 2.6227 -1.3333  0.36
C: -2.9047 -4.8298 -0.6747  -0.42
C: -2.3959 -5.3241 -1.8768  -0.44
C: -1.7699 -6.5717 -1.9114  -0.30
C: -1.6626 -7.3212 -0.7318  0.05
C: -2.1657 -6.8241 0.4778  -0.33
C: -2.7871 -5.5739 0.5005  -0.34
N: -1.0283 -8.6445 -0.7667  0.97
O: -0.5788 -9.0411 -1.8522  -0.59
O: -0.9823 -9.2908 0.2898  -0.59
H: -3.3970 -3.8591 -0.6538  0.38
H: -2.4901 -4.7377 -2.7882  0.39
H: -1.3787 -6.9428 -2.8561  0.42
H: -2.0848 -7.3930 1.4016  0.42
H: -3.1836 -5.1805 1.4340  0.37

Cartesian forces (eV/Å) of the 6 atoms listed first:
C 0.16 0.76 -0.45
C 0.19 -2.30 0.67
C 0.62 1.44 -0.54
C 0.35 0.27 -0.73
C 0.35 0.19 0.90
C 0.77 -0.62 -0.53

***

5.
Density functional theory data (wB97M-V/def2-TZVPD) for C32H27Cl3F5N4O2STi as an isolated structure.

Summary:
<S²>: 2.027
Energy above the lowest of the compared OMol25 structures with the same formula, charge and spin, kcal/mol: 17.0
Lowest unoccupied orbital energy (alpha / beta), eV: 2.12 / 2.12
Multiplicity: 3
Charge: -1

Each line ends with the Mulliken charge.
Element x y z (Å)
Ti: -0.3500 0.4394 -0.3808  0.35
C: -3.4636 -0.3738 -0.9966  -1.51
N: -2.6841 0.6050 -0.2419  0.68
C: -2.9826 1.9601 -0.7258  -1.25
C: -2.0865 2.3404 -1.8745  0.78
C: -2.5305 3.0486 -2.9750  -1.04
C: -1.6226 3.3750 -3.9741  -0.41
C: -0.3000 2.9910 -3.8390  -0.87
C: 0.0746 2.2878 -2.7060  -0.23
N: -0.8033 1.9667 -1.7491  0.95
C: -2.8648 0.4795 1.2174  -1.07
C: -1.9404 1.4436 1.9008  0.39
C: -2.2897 2.1034 3.0462  -0.59
C: -1.4263 3.0459 3.6201  -0.89
C: -0.2321 3.3002 2.9235  -0.63
C: 0.0737 2.6172 1.7816  -0.93
N: -0.7377 1.6413 1.2394  1.22
C: -3.0660 -1.7999 -0.7256  0.74
C: -3.8970 -2.8422 -1.1159  -1.19
C: -3.4506 -4.1401 -0.9386  -0.48
C: -2.1993 -4.3484 -0.3817  -0.99
C: -1.4476 -3.2462 -0.0038  -0.09
N: -1.8823 -1.9964 -0.1635  0.74
H: -3.2825 -0.1886 -2.0615  0.51
H: -4.5382 -0.2424 -0.7980  0.49
H: -2.7918 2.6588 0.0910  0.42
H: -4.0366 2.0593 -1.0140  0.39
H: -3.5745 3.3223 -3.0486  0.46
H: -1.9516 3.9122 -4.8538  0.39
H: 0.4371 3.2044 -4.5995  0.47
H: 1.0913 1.9516 -2.5363  0.35
H: -2.6183 -0.5514 1.4751  0.43
H: -3.9024 0.6802 1.5193  0.38
H: -3.2460 1.8755 3.5029  0.43
H: -1.6727 3.5558 4.5389  0.40
H: 0.4749 4.0364 3.2843  0.41
H: 1.0025 2.7755 1.2516  0.31
H: -4.8599 -2.6341 -1.5648  0.48
H: -4.0692 -4.9769 -1.2377  0.39
H: -1.7997 -5.3430 -0.2411  0.49
H: -0.4469 -3.3549 0.3998  -0.09
F: -0.0190 -2.8694 5.8738  -0.34
C: 0.4786 -2.8721 4.6243  0.20
C: 0.0289 -1.9724 3.6787  0.06
F: -0.9257 -1.0858 4.0031  -0.27
C: 0.5559 -1.9953 2.4003  -0.40
F: 0.0435 -1.0624 1.5522  0.90
C: 1.5342 -2.8921 1.9600  -0.13
S: 2.1424 -2.9290 0.3443  -0.34
C: 1.9596 -3.7798 2.9666  0.07
F: 2.8990 -4.6973 2.6930  -0.37
C: 1.4581 -3.7793 4.2514  0.30
F: 1.9092 -4.6647 5.1562  -0.33
C: 4.8774 -0.2053 -0.7460  -1.36
C: 4.3471 1.0539 -0.0487  1.96
C: 4.9419 2.3045 -0.7095  -1.75
C: 4.7396 1.0190 1.4340  -1.67
C: 2.8799 1.0641 -0.1587  0.05
C: 1.6761 0.9015 -0.2409  -0.52
H: 5.9673 -0.2502 -0.6664  0.45
H: 4.6076 -0.1969 -1.8032  0.15
H: 4.4456 -1.1004 -0.2964  0.14
H: 6.0333 2.2826 -0.6525  0.42
H: 4.5859 3.2087 -0.2125  0.34
H: 4.6508 2.3560 -1.7599  0.30
H: 5.8279 1.0160 1.5388  0.43
H: 4.3385 0.1233 1.9082  0.26
H: 4.3400 1.8887 1.9579  0.34
Cl: 2.1926 -1.3236 -3.1473  -0.06
C: 0.6801 -1.4093 -4.0225  0.98
Cl: 0.8258 -0.4934 -5.5478  -0.19
Cl: 0.2963 -3.1074 -4.3976  -0.18
C: -0.5352 -0.8426 -3.2077  -0.07
O: -1.5812 -0.6484 -3.7994  -0.66
O: -0.3089 -0.6801 -1.9707  -0.50

Cartesian forces (eV/Å) of the 6 atoms listed first:
Ti -0.07 -0.61 1.00
C 0.04 0.02 -0.09
N 0.05 0.07 0.04
C -0.02 -0.01 0.01
C 0.12 -0.01 -0.05
C 0.06 0.03 0.01

***

Largest force on an atom (computed, eV/A): 3.175 4.291 4.335 2.863 1.168